ORCA calculation (ωB97M-V/def2-TZVPD) on one molecule with the formula C4H7N3.

Calculated values
Lowest unoccupied orbital energy ... 0.966 eV
Total charge ... 0
Energy relative to the best compared isomer or geometry (same formula, charge and spin) ... 78.9 kcal/mol
Structure (SMILES) ... C=NC(N=C)N=C
M ... 97.12 g mol⁻¹
Orbital gap ... 9.99 eV

Bonds (Å) are listed after each position.
Cartesian coordinates (Å):
1 C -1.863 1.407 -0.352  N5 1.270, H8 1.095, H9 1.154
2 C 0.386 -2.576 -0.793  N6 1.247, H10 1.032, H11 1.170
3 C 1.425 1.613 -0.991  N7 1.247, H12 1.159, H13 1.098
4 C -0.017 -0.191 -0.368  N5 1.468, N6 1.456, N7 1.423, H14 1.206
5 N -1.095 0.605 -0.968  C1 1.270, C4 1.468
6 N 0.003 -1.436 -1.122  C2 1.247, C4 1.456
7 N 1.190 0.563 -0.362  C3 1.247, C4 1.423
8 H -2.460 2.046 -1.011  C1 1.095
9 H -2.033 1.513 0.785  C1 1.154
10 H 0.163 -3.328 -1.463  C2 1.032
11 H 0.957 -2.848 0.192  C2 1.170
12 H 2.548 1.890 -0.916  C3 1.159
13 H 0.775 2.207 -1.647  C3 1.098
14 H -0.292 -0.292 0.802  C4 1.206

Atom charges from the Mulliken analysis, given in e for atoms 1 to 5: -0.237, -0.241, -0.279, 0.214, -0.452